Record 1
Formula: C20H23AsCl5F6MgN8O5
Source: OMol25
Level of theory: wB97M-V/def2-TZVPD

```
69
Properties=species:S:1:pos:R:3:forces:R:3:mulliken_charge:R:1
Mg 0.065400 -0.503929 -0.500875 0.133 -0.488 0.211 1.65
Cl 1.849578 1.881835 1.603035 -0.094 -0.074 -0.003 -0.17
C 2.671106 0.445983 2.086441 0.066 0.070 -0.016 1.41
C 2.798742 -0.585568 1.169269 -0.020 -0.173 -0.076 -2.22
C 3.517964 -1.724281 1.494739 -0.096 -0.029 0.076 0.53
Cl 3.690929 -2.953995 0.316970 0.024 0.014 -0.047 -0.07
C 4.051859 -1.861269 2.775006 -0.016 -0.008 -0.021 0.28
Cl 4.894963 -3.295063 3.195881 0.010 -0.011 0.008 -0.16
C 3.885578 -0.843447 3.711492 -0.012 0.030 -0.008 0.36
Cl 4.521366 -1.020159 5.296976 0.002 -0.004 0.015 -0.17
C 3.200845 0.321201 3.363221 0.025 -0.030 0.004 0.13
Cl 2.995506 1.584427 4.508305 -0.008 0.001 -0.001 -0.18
C -0.851286 1.030732 -3.896445 -0.003 -0.004 0.019 -1.23
C 0.495296 1.143477 -3.268046 -0.048 -0.115 -0.067 0.13
N 0.859332 0.624313 -2.108207 0.022 0.015 0.040 0.57
C 2.251934 0.830045 -2.009067 -0.093 0.106 0.027 -0.53
C 2.677448 1.573122 -3.125983 0.017 -0.009 -0.048 -0.43
N 1.523645 1.728469 -3.886406 0.036 -0.021 0.006 -0.06
C 3.915751 2.114549 -3.632104 -0.016 0.007 0.014 0.55
O 5.024914 1.931822 -2.908808 0.006 0.001 0.022 -0.58
O 3.934865 2.723332 -4.688393 0.005 -0.003 -0.007 -0.69
C 3.023580 0.297599 -0.993455 0.060 0.033 -0.033 0.71
O 4.229851 0.399621 -0.755477 -0.055 -0.010 0.053 -0.98
O 2.199696 -0.499752 -0.059573 0.170 0.418 -0.066 0.40
H -1.360266 0.145161 -3.520495 -0.005 -0.006 0.002 0.08
H -0.747362 0.918201 -4.974903 0.006 0.009 -0.001 0.53
H -1.467937 1.913071 -3.715464 -0.008 -0.001 0.004 0.24
H 1.539847 2.175113 -4.790071 -0.012 -0.004 -0.002 0.28
H 4.841349 1.402808 -2.098547 0.010 -0.010 -0.018 0.45
C 0.697802 -3.745651 2.060414 -0.054 -0.025 -0.027 -0.53
N 0.175507 -2.746216 2.980240 0.011 0.003 0.035 -0.19
C 0.023568 -1.444388 2.681450 0.220 -0.078 0.055 -0.07
N -0.246974 -0.623335 3.734089 -0.071 0.024 -0.066 -0.30
O 0.164105 -0.986636 1.536480 -0.206 0.156 0.083 0.39
H 0.175610 -4.686460 2.221303 -0.013 -0.001 -0.013 0.31
H 1.767037 -3.898600 2.208771 -0.011 -0.004 0.012 0.22
H 0.517926 -3.432553 1.039810 0.039 0.018 0.031 0.01
H 0.148201 -2.997721 3.953890 0.008 0.015 0.002 0.21
H -0.531351 -0.987927 4.625434 0.035 -0.008 0.001 0.19
H -0.462519 0.336708 3.539795 0.024 0.033 -0.018 0.22
C -2.148332 0.782517 1.321188 0.025 -0.010 0.008 -0.14
N -3.312044 1.607138 1.588416 0.001 -0.014 0.002 0.16
C -3.028954 2.971323 1.134929 0.003 0.007 0.005 -0.64
N -2.708039 3.009670 -0.291538 0.007 0.000 -0.001 0.11
C -1.547594 2.171421 -0.529939 -0.011 -0.011 -0.012 -0.45
N -1.775424 0.751813 -0.119671 0.020 0.025 -0.123 0.56
C -2.980305 0.256128 -0.861079 -0.005 -0.003 0.011 -0.74
N -4.146600 1.086412 -0.622904 -0.003 -0.001 0.003 0.18
C -4.440115 1.085944 0.809199 0.004 0.007 -0.005 -0.65
C -3.844174 2.457482 -1.034758 0.002 -0.001 0.000 -0.74
H -2.341868 -0.240594 1.643865 0.026 0.002 0.029 0.15
H -1.292667 1.189042 1.859330 0.015 -0.002 0.053 -0.47
H -2.184126 3.369270 1.701273 -0.004 -0.001 0.000 0.34
H -3.902060 3.597275 1.322896 -0.001 -0.001 -0.003 0.33
H -0.694853 2.558098 0.030469 0.030 0.001 0.017 0.16
H -1.297629 2.187051 -1.586896 -0.003 0.014 -0.004 -0.09
H -3.179376 -0.766151 -0.542269 0.001 -0.002 -0.005 0.16
H -2.756508 0.244737 -1.925379 0.006 0.002 -0.001 0.09
H -4.656346 0.065432 1.129814 0.002 -0.001 0.001 0.34
H -5.317196 1.706768 0.996162 0.000 -0.001 0.002 0.35
H -4.719828 3.084190 -0.861164 0.001 0.000 -0.002 0.32
H -3.612958 2.467785 -2.101567 0.000 -0.003 -0.001 0.33
F -1.069701 -2.291655 -0.268029 -0.217 0.107 -0.050 -0.65
As -0.989061 -3.265851 -1.792040 0.017 -0.004 -0.154 2.21
F -2.184866 -4.313415 -1.169699 -0.002 0.021 -0.023 -0.50
F 0.272087 -4.197448 -1.087764 -0.033 0.018 0.043 -0.49
F -0.831604 -4.047269 -3.293460 0.045 0.016 0.001 -0.47
F 0.217112 -2.020985 -2.191034 0.011 -0.004 0.027 -0.56
F -2.190379 -2.190767 -2.429045 -0.024 0.006 -0.002 -0.47
```
Positions in Å, forces in eV/Å.

Properties
E_HOMO (alpha / beta) ... -5.666 / -8.877 eV
Gap between HOMO and LUMO (alpha / beta) ... 5.427 / 8.637 eV
Lowest unoccupied orbital energy (alpha / beta) ... -0.00879 / -0.00880 hartree
Energy relative to the best compared isomer or geometry (same formula, charge and spin) ... 17.2 kcal/mol
2S+1 ... 2
<S²> ... 0.7708
DFT total energy ... -188481.3435 eV

***

Record 2
Formula: C7H15N6
Source: OMol25
Level of theory: wB97M-V/def2-TZVPD

```
28
Properties=species:S:1:pos:R:3:forces:R:3:mulliken_charge:R:1
C 0.644651 1.293142 -0.792264 -1.924 1.090 -1.766 -0.92
N -0.249733 0.501868 0.079376 1.229 1.029 1.275 0.22
C -1.504366 1.126045 0.434365 -1.615 -2.067 1.618 -0.61
C -1.428704 2.098867 1.681298 -0.117 1.127 -0.367 -0.59
N -0.297676 1.599501 2.447398 -0.713 0.515 -0.248 -0.33
C 0.634934 0.986581 2.022645 -1.967 0.557 0.632 0.67
N 1.747875 0.401031 2.136890 0.791 -1.553 -1.920 -0.31
N -0.355886 -0.875069 -0.206931 -0.638 -1.056 -0.058 -0.18
C -1.272589 -1.243364 -1.365152 -0.396 0.368 1.705 -0.48
C -0.267260 -1.798360 -2.384114 -1.294 -1.505 -0.921 -0.29
N 0.998281 -2.144400 -1.613069 -2.135 1.154 0.015 -0.54
C 0.849349 -1.569927 -0.476262 -0.331 -0.889 -1.835 0.04
N 1.846183 -1.687306 0.479685 3.246 -2.066 -0.338 -0.54
H 1.131881 2.145362 -0.202620 -0.630 -1.260 -1.097 0.29
H 1.341379 0.570207 -1.238052 0.221 0.721 0.180 0.38
H -0.050700 1.713673 -1.687903 1.918 -0.579 1.863 0.30
H -2.202897 0.273284 0.768265 1.143 1.159 -0.505 0.44
H -2.008257 1.583786 -0.392986 -0.018 0.599 -0.526 0.41
H -1.236621 3.200824 1.358930 -0.356 -1.913 0.661 0.28
H -2.408819 2.039379 2.282051 1.707 0.161 -0.912 0.33
H 2.471971 0.687606 2.719648 1.141 0.988 1.298 0.23
H 2.002939 -0.295508 1.374638 -0.250 -0.155 0.585 0.41
H -1.719419 -0.255214 -1.604592 -0.107 -1.030 -0.531 0.21
H -2.103116 -1.969747 -0.992535 1.620 1.228 -0.697 0.31
H -0.779560 -2.804013 -2.825102 1.754 2.602 0.508 0.33
H -0.115529 -0.949398 -3.118045 0.313 -1.581 0.218 0.29
H 2.700127 -2.184366 -0.027507 -2.108 1.703 0.978 0.35
H 1.631559 -2.444481 1.141946 -0.483 0.654 0.184 0.30
```
Positions in Å, forces in eV/Å.

Properties
Structure (SMILES) ... CN(CCN=C=[NH2+])N1CCN=C1N
Net charge ... +1
E_HOMO ... -12.600 eV
Gap between HOMO and LUMO ... 9.407 eV
Lowest unoccupied orbital energy ... -0.11735 hartree
Energy relative to the best compared isomer or geometry (same formula, charge and spin) ... 47.0 kcal/mol
DFT total energy ... -16432.9130 eV

***

Record 3
Formula: CH4ClNO
Source: OMol25
Level of theory: wB97M-V/def2-TZVPD

```
8
Properties=species:S:1:pos:R:3:forces:R:3:mulliken_charge:R:1
C -0.297919 0.042981 -0.032532 0.878 -1.356 6.201 0.12
N 0.705785 -0.704602 -0.613299 0.532 1.084 -2.119 -0.50
O -0.210199 1.363855 -0.207464 2.801 -1.193 -2.962 -0.42
Cl -1.971761 -0.501623 -0.113862 -0.218 -0.498 -0.559 -0.16
H 0.042403 -0.314789 1.553730 -1.151 1.139 -2.838 0.13
H 0.911896 -1.605950 -0.230327 -0.362 -0.054 0.283 0.27
H 1.552845 -0.137338 -0.708240 -0.503 -0.361 -0.007 0.23
H -0.733049 1.857465 0.351992 -1.977 1.238 2.001 0.33
```
Positions in Å, forces in eV/Å.

Properties
E_HOMO ... -8.576 eV
Gap between HOMO and LUMO ... 9.261 eV
Lowest unoccupied orbital energy ... 0.02516 hartree
Energy relative to the best compared isomer or geometry (same formula, charge and spin) ... 68.1 kcal/mol
DFT total energy ... -17159.5409 eV

***

- The highest DFT total energy belongs to which entry?
  C7H15N6

***

- Which value of energy relative to the best compared isomer or geometry (same formula, charge and spin) does entry 2 give?
  47.0 kcal/mol

***

- Which of these has the highest DFT total energy?
  C7H15N6

***

- Which of these has the highest DFT total energy?
  C7H15N6